67
Properties=species:S:1:pos:R:3:forces:R:3 method="wB97M-V/def2-TZVPD" e_tot_ev=-58005.33036 charge=-1 de_lowest_kj_mol=1323.9 lumo_ev=1.7 homo_lumo_gap_ev=4.87
K 0.3874 0.7920 -0.5549 2.1 0.8 -3.4
C -1.2861 -0.4084 2.2935 -2.1 -0.5 1.6
C -2.3166 -1.1781 2.9799 -0.2 1.5 -0.7
C -3.8610 -0.6838 2.7203 1.1 0.5 -0.6
O -4.7399 -1.1833 3.4021 -0.1 -0.2 0.0
C -4.0685 0.3650 1.6904 -0.2 -3.8 4.0
C -3.0195 0.9816 1.1317 -2.3 2.7 -3.3
C -1.5829 0.6180 1.4251 2.2 1.6 0.3
O -0.5655 1.2451 0.8713 -10.1 2.3 11.0
O -3.4376 1.8105 0.1758 1.9 0.8 3.2
O -2.0660 -2.0772 3.7719 -0.2 -0.3 0.0
H -0.2652 -0.6636 2.5362 -0.2 0.4 0.1
H -5.1169 0.6027 1.5865 0.2 0.4 -0.5
C 1.9815 -1.7351 2.3890 0.4 -0.6 -0.7
O 2.4106 -0.9896 1.1915 -0.1 0.6 3.6
C 3.2074 0.1092 1.6402 1.3 0.7 -1.0
C 3.1069 1.2986 0.6981 -1.0 -0.1 0.1
N 1.7765 1.9437 0.8083 3.1 2.4 0.2
C 1.7045 3.3044 0.2317 -1.8 0.1 0.0
C 0.1917 3.8195 -0.1273 2.1 -0.8 0.2
O -0.3268 3.1521 -1.2567 -1.3 0.7 -0.3
C -1.5402 3.8167 -1.6850 1.1 1.1 -0.6
H 1.4789 -1.1588 3.1658 0.0 0.5 -0.4
H 2.8067 -2.2412 2.8900 0.5 0.1 -0.2
H 1.2960 -2.5113 2.0488 0.5 0.0 0.2
H 4.2437 -0.2281 1.6598 0.4 -0.1 -0.2
H 3.1137 0.5864 2.6157 -1.2 -0.9 0.6
H 3.3076 0.9001 -0.2964 -0.6 0.0 -0.4
H 3.9324 1.9967 0.8372 0.3 0.2 0.6
H 1.3223 1.9433 1.7104 0.3 -0.4 0.1
H 2.3261 3.4036 -0.6581 -0.3 -0.3 -0.1
H 2.1340 4.0564 0.8938 -0.1 0.3 0.4
H 0.3183 4.8691 -0.3929 0.0 0.4 0.2
H -0.4795 3.6989 0.7230 0.1 0.0 0.1
H -1.9737 3.3325 -2.5601 0.4 0.0 0.2
H -1.2471 4.8092 -2.0273 0.2 0.4 -0.1
H -2.3191 4.0045 -0.9460 0.2 -0.8 0.5
C 0.4110 -5.5251 0.3808 0.5 0.1 -1.2
O 0.7284 -4.1514 0.1706 -0.1 -0.1 0.7
C -0.4794 -3.4073 0.0381 -0.7 0.4 0.2
C -0.2232 -1.9053 0.2587 0.2 -1.1 -0.3
N 0.7609 -1.2829 -0.6515 0.5 -5.1 -0.4
C 0.3731 -1.4875 -2.0280 -0.8 -0.9 -1.0
C -1.0259 -0.9274 -2.4171 -0.9 0.3 0.4
O -1.1874 0.4814 -2.1377 -0.7 -0.9 -2.1
C -2.5065 0.9657 -1.7891 0.2 -2.0 -0.3
H 1.2992 -6.1417 0.5184 0.4 0.4 -0.1
H -0.0196 -5.8051 -0.5806 -0.5 -0.8 0.2
H -0.2301 -5.7578 1.2311 -0.4 0.5 0.0
H -1.2147 -3.7903 0.7458 0.1 0.3 0.7
H -1.0338 -3.6049 -0.8794 0.5 -0.2 -0.8
H 0.0852 -1.8209 1.3007 -0.2 0.2 -1.2
H -1.1520 -1.3359 0.2246 0.0 -0.4 -0.3
H 1.5868 -1.8639 -0.6296 0.4 0.1 0.8
H 0.5803 -2.5468 -2.1796 -1.3 -0.4 -0.9
H 1.1234 -1.0549 -2.6898 -0.3 -2.3 0.3
H -1.7642 -1.5186 -1.8754 -0.2 0.1 0.4
H -1.3132 -1.0862 -3.4565 0.5 -0.2 -0.4
H -2.5456 2.0534 -1.7307 0.3 -1.4 0.0
H -2.7675 0.5714 -0.8070 0.3 -0.2 -1.2
H -3.2767 0.6070 -2.4719 0.0 -0.1 -0.6
C 2.3761 1.6196 -2.6766 -0.1 -0.2 -0.6
O 1.3686 0.7079 -2.2366 5.2 2.4 -6.0
H 1.9618 2.4849 -3.1939 -0.2 -0.2 -0.5
H 2.9229 2.1016 -1.8662 0.0 -0.7 0.2
H 3.0586 1.0292 -3.2879 0.4 0.6 -0.2
H 1.2690 -0.0095 -2.8667 0.5 1.9 -0.7

***

70
Properties=species:S:1:pos:R:3:forces:R:3 method="wB97M-V/def2-TZVPD" e_tot_ev=-67105.11027 multiplicity=3 de_lowest_kj_mol=27.5 lumo_ev="-0.1 / -1.5" homo_lumo_gap_ev="7.84 / 7.08"
Pd 0.5032 -0.6472 1.0382 -0.4 0.1 0.2
O -2.2346 -1.5117 -0.6822 -0.3 -0.1 -0.2
C -2.1046 -1.2257 0.5087 0.2 0.0 0.2
O -1.3847 -1.8609 1.3556 0.0 0.1 0.0
C -2.6985 0.0852 0.9801 -0.3 -0.1 0.1
C -3.9893 0.2192 1.4258 0.2 0.0 -0.1
C -4.4674 1.4914 1.7352 -0.2 0.1 0.1
C -3.6903 2.6157 1.5996 0.0 -0.1 0.0
C -2.3795 2.4595 1.1778 0.0 0.5 0.1
C -1.8345 1.2079 0.8424 0.2 -0.2 -0.2
O -0.6362 1.0502 0.3762 -0.1 0.1 0.1
N -1.5776 3.6879 1.0677 -0.1 -0.4 -0.3
O -0.3638 3.5929 1.1292 0.1 0.1 0.1
O -2.1721 4.7327 0.9077 0.0 0.1 0.1
N -5.8485 1.6422 2.2099 0.3 0.0 -0.1
O -6.5078 0.6305 2.3318 -0.2 -0.1 0.0
O -6.2427 2.7633 2.4554 -0.1 0.1 0.0
H -4.6439 -0.6359 1.5193 0.0 0.0 0.0
H -4.0823 3.5956 1.8238 0.0 0.0 0.0
N -0.1219 -0.1295 3.2060 0.1 -0.2 0.1
C 0.1200 1.2306 3.7043 0.0 0.1 0.1
C 1.5401 1.3853 4.2354 0.0 0.0 0.0
C 2.6191 0.9618 3.2370 -0.1 -0.1 0.0
C 2.5413 1.7235 1.9141 0.0 0.1 -0.1
N 2.1111 0.8655 0.7828 0.2 0.0 -0.2
H -1.1068 -0.2879 3.0000 0.1 0.0 0.0
H 0.1243 -0.8217 3.9101 0.0 0.0 -0.1
H -0.5930 1.4999 4.4913 0.1 0.0 0.0
H -0.0497 1.9133 2.8706 0.0 0.0 0.0
H 1.6592 0.8118 5.1595 0.0 0.0 0.0
H 1.6767 2.4345 4.5081 0.0 0.0 0.0
H 2.5110 -0.1075 3.0236 0.1 0.1 0.0
H 3.6043 1.0765 3.6911 0.0 0.1 0.0
H 3.5041 2.1822 1.6741 0.0 0.0 0.0
H 1.8124 2.5314 1.9711 0.0 0.0 0.1
H 2.9159 0.4592 0.3139 -0.1 0.1 0.1
H 1.6138 1.4365 0.1006 0.1 0.0 0.0
C -2.9738 1.0731 -2.5842 -0.1 0.1 0.0
Si -1.6728 0.2203 -3.5937 0.0 0.0 0.1
C -2.1819 -1.4966 -4.0926 0.0 -0.1 0.0
C -1.3127 1.2192 -5.1307 0.0 0.0 -0.1
C -0.0434 0.1921 -2.6248 0.1 0.1 0.1
Te 0.4115 -1.5546 -1.5103 0.3 -0.4 0.0
C 2.5376 -1.4659 -1.8615 -0.1 0.1 -0.2
Si 3.4603 -2.8279 -0.9674 -0.1 0.0 0.1
C 5.2980 -2.5272 -1.0530 0.0 0.1 0.0
C 3.0410 -4.4520 -1.7674 -0.1 -0.1 -0.1
C 2.9181 -2.8456 0.8293 0.1 0.0 0.2
H -3.8952 1.1948 -3.1568 0.0 0.0 0.0
H -2.6368 2.0662 -2.2773 0.0 0.0 0.0
H -3.2021 0.4894 -1.6956 0.0 0.0 0.1
H -2.9780 -1.4475 -4.8379 0.0 0.0 0.0
H -2.5388 -2.0696 -3.2373 0.0 0.0 0.0
H -1.3457 -2.0398 -4.5403 0.0 0.0 0.0
H -2.1994 1.2730 -5.7637 0.0 0.0 0.0
H -0.5145 0.7636 -5.7189 0.0 0.0 0.0
H -1.0156 2.2408 -4.8908 0.0 0.0 0.0
H -0.0205 1.0159 -1.9097 0.0 0.0 -0.1
H 0.7964 0.2922 -3.3154 0.0 0.0 0.0
H 2.8837 -0.4705 -1.5766 0.0 0.0 -0.1
H 2.6858 -1.5748 -2.9382 0.0 0.0 0.0
H 5.6325 -2.4352 -2.0866 0.0 0.0 -0.1
H 5.8497 -3.3499 -0.5989 0.0 -0.1 0.0
H 5.5788 -1.6111 -0.5302 0.0 0.0 0.0
H 3.4005 -4.4765 -2.7973 0.0 0.0 0.0
H 1.9617 -4.6187 -1.7868 0.0 0.0 0.0
H 3.4956 -5.2877 -1.2345 0.0 0.0 0.0
H 3.6476 -3.3810 1.4419 0.0 -0.1 0.0
H 1.9496 -3.3346 0.9671 0.0 0.0 0.0
H 2.8561 -1.8316 1.2441 0.0 0.0 0.0

***

70
Properties=species:S:1:pos:R:3:forces:R:3 method="wB97M-V/def2-TZVPD" e_tot_ev=-154123.99874 de_lowest_kj_mol=0.0 lumo_ev=0.6 homo_lumo_gap_ev=7.98
Cu 2.2647 0.8176 0.3759 0.0 0.1 0.0
C -1.3555 3.4650 -0.5759 0.0 0.0 0.0
As -2.7395 2.9957 -1.8162 0.0 0.0 0.0
C -4.0911 2.0791 -0.7938 0.0 0.0 0.0
C -3.5647 4.6629 -2.3250 0.0 0.0 0.0
S -2.1246 1.9096 -3.5030 0.0 0.0 0.0
H -1.7835 4.0501 0.2377 0.0 0.0 0.0
H -0.5897 4.0557 -1.0740 0.0 0.0 0.0
H -0.9126 2.5578 -0.1730 0.0 0.0 0.0
H -4.4740 2.7361 -0.0137 0.0 0.0 0.0
H -3.6352 1.1984 -0.3465 0.0 0.0 0.0
H -4.8934 1.7869 -1.4686 0.0 0.0 0.0
H -3.8943 5.2044 -1.4391 0.0 0.0 0.0
H -4.4118 4.4473 -2.9728 0.0 0.0 0.0
H -2.8358 5.2555 -2.8737 0.0 0.0 0.0
N 1.6585 3.8807 0.6526 0.0 0.0 0.0
C 1.9149 2.7534 0.5493 0.0 -0.1 0.0
C -0.0750 -0.2637 3.7763 0.0 0.0 0.0
N 1.2388 -0.7092 3.3275 0.1 0.0 0.0
C 1.1844 -1.6707 2.2439 0.0 0.0 0.0
C 2.2713 0.2009 3.2817 0.0 0.0 0.0
N 3.0175 0.2888 2.2302 0.0 -0.1 0.0
N 2.4169 0.9917 4.4013 0.0 0.0 0.0
C 3.2632 2.1637 4.3065 0.0 0.0 0.0
C 2.3198 0.4113 5.7285 0.0 0.0 0.0
H -0.6810 0.0618 2.9240 0.0 0.0 0.0
H 0.0221 0.5672 4.4684 0.0 0.0 0.0
H -0.5902 -1.0854 4.2781 0.0 0.0 0.0
H 0.5171 -2.4833 2.5405 0.0 0.0 0.0
H 2.1738 -2.0618 2.0285 0.0 0.0 0.0
H 0.8040 -1.2141 1.3218 0.0 0.0 0.0
H 3.8293 0.8672 2.4081 0.0 0.0 0.0
H 4.3313 1.9191 4.3840 0.0 0.0 0.0
H 3.0150 2.8377 5.1264 0.0 0.0 0.0
H 3.0732 2.6868 3.3700 0.0 0.0 0.0
H 1.7973 -0.5393 5.6840 0.0 0.0 0.0
H 1.7779 1.0822 6.3987 0.0 0.0 0.0
H 3.3166 0.2381 6.1510 0.0 0.0 0.0
N -1.3782 0.1359 0.2343 0.0 0.0 0.0
C -1.2425 -0.7263 -0.5236 0.0 0.0 0.0
N -1.0464 -1.7206 -1.3924 0.0 0.0 0.0
C -2.0273 -1.8061 -2.4895 0.0 0.0 0.0
C -3.2666 -2.5421 -2.0169 0.0 0.0 0.0
O -2.9348 -3.8197 -1.4940 0.0 0.0 0.0
C -2.0526 -3.7158 -0.3890 0.0 0.0 0.0
C -0.7593 -3.0385 -0.8018 0.0 0.0 0.0
H -1.5478 -2.3558 -3.3026 0.0 0.0 0.0
H -2.2553 -0.7980 -2.8382 0.0 0.0 0.0
H -3.9557 -2.7087 -2.8435 0.0 0.0 0.0
H -3.7787 -1.9464 -1.2480 0.0 0.0 0.0
H -1.8656 -4.7295 -0.0366 0.0 0.0 0.0
H -2.5305 -3.1453 0.4201 0.0 0.0 0.0
H -0.2686 -3.6290 -1.5779 0.0 0.0 0.0
H -0.0657 -2.9193 0.0297 0.0 0.0 0.0
C 2.4716 -3.5651 -2.7734 0.0 0.0 0.0
N 2.0264 -2.1840 -2.6728 0.0 0.0 0.0
C 1.3945 -1.5570 -3.6971 0.0 0.0 0.0
C 1.0134 -0.2728 -3.6032 0.0 0.0 0.0
C 1.3410 0.4200 -2.3917 0.0 0.1 0.0
N 1.9463 -0.1941 -1.3717 0.0 -0.1 0.0
C 2.2740 -1.5243 -1.4578 0.0 0.1 0.0
O 2.7670 -2.1599 -0.5432 0.0 0.0 0.0
N 1.0620 1.7161 -2.2991 -0.1 0.0 0.0
H 2.2122 -3.9427 -3.7601 0.0 0.0 0.0
H 1.9994 -4.1755 -2.0055 0.0 0.0 0.0
H 3.5483 -3.6244 -2.6267 0.0 0.0 0.0
H 1.2251 -2.1508 -4.5858 0.0 0.0 0.0
H 0.5078 0.2347 -4.4092 0.0 0.0 0.0
H 0.3669 2.1012 -2.9259 0.0 0.0 0.0
H 1.2639 2.1985 -1.4270 0.0 0.0 0.0